55
Properties=species:S:1:pos:R:3:forces:R:3 method="wB97M-V/def2-TZVPD" lumo_energy_ha="-0.0392 / -0.0387" s_squared=0.78 total_energy_ha=-6095.8837 multiplicity=2
Se 4.1194 -0.7675 3.0773 0.37 -0.18 0.35
Cr 0.5417 0.1727 0.2283 -0.62 -2.49 0.95
S -1.2957 0.8985 1.7449 0.55 0.02 -0.84
S 1.0457 -1.0554 -1.8696 -0.36 0.77 0.52
P -1.6538 -1.0903 1.5538 0.66 -0.12 0.28
P -0.1196 -2.3782 -0.8619 0.55 -0.01 0.55
O 0.9056 2.9259 -0.9858 0.03 0.16 -0.05
N 2.1030 0.2176 1.2330 0.35 0.32 0.06
C -1.6017 -2.7863 -1.8207 0.11 0.05 0.18
C 1.2687 -4.3273 0.5361 -0.01 -0.02 -0.04
C -1.5241 -2.9041 5.7647 0.04 -0.04 0.05
C -5.7878 -1.8870 -0.2503 0.01 0.01 -0.01
C 1.0400 -4.7276 -1.8316 0.03 0.01 0.04
C 2.9295 -0.1734 1.9820 -0.46 0.19 -0.40
C -0.2750 -1.5906 0.6571 -1.04 0.32 -0.85
C -3.2973 -2.1484 -3.3968 -0.01 0.02 -0.04
C 1.7713 -5.8961 -1.7004 -0.02 0.01 -0.09
C -0.3809 -2.8556 4.9796 -0.02 0.02 -0.03
C -5.1573 -2.8728 0.4955 -0.03 -0.09 0.03
C -2.2235 -4.0195 -1.6421 0.01 0.05 -0.06
C 2.0033 -5.4979 0.6632 0.00 0.00 -0.03
C -2.1384 -1.8499 -2.6983 -0.02 -0.06 0.01
C -3.9370 -0.4032 0.1291 -0.03 -0.05 0.04
C -3.9141 -2.6322 1.0571 -0.01 0.06 -0.04
C -3.3055 -1.3924 0.8757 0.21 -0.01 0.02
C 2.2480 -6.2820 -0.4538 0.02 -0.04 0.08
C -2.7242 -2.3971 5.2861 -0.06 0.03 0.01
C -3.9176 -3.3774 -3.2206 0.00 0.00 0.01
C -1.6539 -1.8365 3.2099 -0.06 0.02 -0.20
C -3.3791 -4.3121 -2.3481 -0.03 -0.09 0.01
C -2.7927 -1.8587 4.0105 0.04 0.00 0.00
C 0.7732 1.9005 -0.5333 0.13 1.00 -0.48
C -5.1792 -0.6535 -0.4324 -0.04 0.02 -0.01
C -0.4456 -2.3208 3.7022 -0.01 0.05 0.04
C 0.7834 -3.9451 -0.7080 -0.19 0.13 0.00
H 1.9755 -6.5066 -2.5706 -0.01 0.00 0.00
H 0.5621 -3.2261 5.3598 -0.01 0.00 0.01
H -3.7113 -1.4254 -4.0880 -0.01 0.00 0.02
H -1.6314 -0.9036 -2.8395 -0.02 0.01 -0.01
H 0.6728 -4.4148 -2.8025 0.00 -0.04 -0.01
H -3.8584 -5.2747 -2.2205 -0.01 0.02 0.01
H -6.7575 -2.0829 -0.6902 0.00 0.01 0.01
H -4.8230 -3.6104 -3.7666 0.01 0.00 -0.02
H 0.4434 -2.2454 3.0890 0.03 -0.05 -0.02
H -3.4563 0.5596 0.0117 -0.02 0.01 -0.03
H -3.4202 -3.3970 1.6450 -0.02 -0.02 -0.02
H -5.6379 -3.8318 0.6432 0.01 0.00 -0.02
H -3.6079 -2.4165 5.9109 0.00 -0.01 -0.01
H -5.6763 0.1186 -1.0057 0.01 -0.01 -0.01
H -3.7265 -1.4545 3.6383 -0.01 -0.03 0.02
H 2.3873 -5.7886 1.6323 0.00 -0.02 -0.01
H -1.4783 -3.3338 6.7574 0.00 0.03 0.00
H 1.0754 -3.6987 1.3944 -0.01 0.02 0.04
H -1.7930 -4.7494 -0.9668 -0.04 -0.01 0.00
H 2.8144 -7.1994 -0.3539 0.01 0.02 -0.02